{
  "formula": "C20H61N5O8",
  "method": "wB97M-V/def2-TZVPD",
  "smiles": "COC[C@H](C)N.COC[C@H](C)N.COC[C@H](C)N.COC[C@H](C)N.COC[C@H](C)N.O.O.O",
  "energy_ev": -45555.16019,
  "homo_lumo_gap_ev": 9.211,
  "largest_force_ev_per_a": 3.353,
  "species": ["O", "O", "O", "O", "O", "O", "O", "O", "N", "N", "N", "N", "N", "C", "C", "C", "C", "C", "C", "C", "C", "C", "C", "C", "C", "C", "C", "C", "C", "C", "C", "C", "C", "H", "H", "H", "H", "H", "H", "H", "H", "H", "H", "H", "H", "H", "H", "H", "H", "H", "H", "H", "H", "H", "H", "H", "H", "H", "H", "H", "H", "H", "H", "H", "H", "H", "H", "H", "H", "H", "H", "H", "H", "H", "H", "H", "H", "H", "H", "H", "H", "H", "H", "H", "H", "H", "H", "H", "H", "H", "H", "H", "H", "H"],
  "positions_angstrom": [[16.4668, 16.0631, 6.8690], [10.3764, 18.5878, 10.1548], [11.7780, 9.4658, 11.1523], [12.7999, 14.8138, 11.8996], [12.7169, 14.5120, 9.0903], [17.2881, 14.6733, 11.0199], [7.8643, 12.3346, 10.6621], [13.6977, 12.3632, 7.6816], [19.4009, 12.8224, 11.7007], [13.2166, 14.6021, 5.8517], [10.1388, 14.0297, 9.9018], [15.1458, 10.6573, 10.0094], [7.8943, 19.8305, 9.5067], [16.0704, 15.0193, 10.3854], [8.6401, 21.8317, 10.2556], [14.0544, 10.5110, 10.9748], [14.3193, 15.5404, 5.7313], [17.3985, 15.9505, 5.7369], [9.3432, 13.1961, 9.0380], [17.2250, 13.7076, 12.0640], [18.5448, 13.2528, 12.7579], [9.8287, 19.7441, 10.8774], [12.2262, 8.2996, 11.7762], [7.7956, 11.5016, 11.7914], [8.7911, 11.9050, 9.7168], [10.1938, 12.7688, 7.8006], [12.7124, 9.9789, 10.2413], [13.5725, 16.8385, 5.7141], [19.1897, 14.5033, 13.4497], [11.3676, 17.8367, 10.9130], [15.4082, 15.1761, 6.8256], [9.1060, 20.4723, 9.7631], [13.9260, 11.8230, 11.6886], [15.6669, 14.1173, 6.8315], [20.1302, 14.1511, 13.8733], [8.1967, 21.7570, 11.2485], [8.3133, 11.9942, 12.6144], [13.0135, 11.8167, 12.2847], [12.6226, 16.8947, 5.1825], [16.7268, 12.7973, 11.7305], [14.7715, 11.9686, 12.3609], [12.9503, 8.5647, 12.5466], [11.8533, 17.1171, 10.2539], [13.0316, 9.2128, 9.5348], [8.1189, 18.8565, 9.3621], [15.6322, 14.2914, 9.7026], [8.4013, 10.5976, 11.7286], [16.0385, 10.7922, 10.4621], [16.2722, 15.8432, 9.7010], [15.2993, 15.3234, 11.0932], [7.3715, 19.8648, 10.3702], [12.4822, 10.8542, 9.6338], [6.7755, 11.3680, 12.1516], [20.3265, 12.6855, 12.0809], [13.8423, 12.6930, 11.0372], [9.1892, 19.3408, 11.6626], [14.8154, 15.2587, 7.7365], [19.6168, 13.6385, 11.1462], [11.0033, 12.0997, 8.0924], [9.6115, 12.3090, 7.0021], [16.9139, 16.2399, 4.8044], [14.2315, 12.1113, 6.9281], [8.4109, 11.2183, 8.9605], [9.7643, 11.5971, 10.0992], [10.6165, 20.3331, 11.3468], [11.8060, 14.4018, 9.3631], [12.6725, 7.4900, 11.1988], [13.0192, 14.6516, 6.8410], [11.3407, 7.8079, 12.1790], [14.1140, 17.7178, 5.3652], [18.3507, 12.3814, 13.3833], [19.3090, 15.3495, 12.7731], [13.2788, 17.0598, 6.7402], [16.6188, 14.1704, 12.8428], [18.6159, 14.8612, 14.3046], [13.5724, 13.6596, 5.7800], [18.2281, 16.6495, 5.8424], [10.9037, 17.2874, 11.7323], [15.2290, 9.7142, 9.6575], [9.8968, 13.8163, 10.8589], [12.1195, 18.5292, 11.2916], [7.8658, 22.2717, 9.6271], [8.4926, 13.7948, 8.7123], [9.5174, 22.4700, 10.3609], [9.8167, 14.9815, 9.7991], [14.3452, 9.7098, 11.6543], [14.8163, 15.4245, 4.7682], [9.7748, 20.5320, 8.9044], [12.7875, 15.7520, 11.7105], [12.9327, 13.6960, 8.6389], [12.6526, 14.3960, 11.0510], [14.0203, 11.8162, 8.3978], [17.8257, 14.9487, 5.6918], [10.6280, 13.6356, 7.3024]],
  "lowdin_charge": [-0.175, -0.216, -0.165, -0.064, -0.083, -0.176, -0.165, -0.056, 0.018, 0.035, 0.048, 0.040, 0.028, -0.091, -0.074, -0.418, -0.418, -0.058, -0.398, -0.204, -0.413, -0.176, -0.123, -0.105, -0.205, -0.048, -0.171, -0.072, -0.058, -0.090, -0.225, -0.485, -0.054, 0.116, 0.066, 0.078, 0.080, 0.090, 0.079, 0.088, 0.075, 0.083, 0.072, 0.116, 0.073, 0.071, 0.086, 0.076, 0.085, 0.078, 0.077, 0.099, 0.088, 0.064, 0.057, 0.127, 0.094, 0.069, 0.056, 0.078, 0.076, 0.056, 0.134, 0.118, 0.120, -0.035, 0.092, 0.026, 0.093, 0.072, 0.137, 0.080, 0.078, 0.122, 0.068, 0.046, 0.082, 0.084, 0.073, 0.095, 0.087, 0.082, 0.136, 0.076, 0.099, 0.112, 0.121, 0.151, 0.003, -0.021, -0.030, 0.008, 0.085, 0.070]
}